--- A ---
{
  "formula": "C2H8N4",
  "method": "ωB97M-V/def2-TZVPD",
  "smiles": "[H]/N=C/N.[H]/N=C/N",
  "symbols": ["H", "N", "C", "N", "H", "H", "H", "H", "N", "C", "N", "H", "H", "H"],
  "positions_angstrom": [[1.0273, -0.8019, -2.6561], [0.7247, -0.2718, -1.8478], [1.6712, 0.4186, -1.3461], [1.5951, 0.9662, -0.1155], [2.6360, 0.5456, -1.8442], [0.7517, 0.8622, 0.4290], [2.0974, 1.8017, 0.1356], [-3.0927, 0.8460, 0.8714], [-2.1030, 0.6798, 0.7003], [-1.7134, -0.3642, 1.3079], [-0.4850, -0.9411, 1.0076], [-2.3363, -0.8901, 2.0337], [-0.2980, -0.9479, 0.0020], [-0.4749, -1.9033, 1.3223]],
  "lowdin_charge": [0.032, 0.043, -0.390, 0.081, 0.113, 0.053, 0.090, 0.032, 0.058, -0.382, 0.040, 0.107, 0.044, 0.079]
}

---

--- B ---
{
  "formula": "C2H8N4",
  "method": "ωB97M-V/def2-TZVPD",
  "smiles": "[H]/N=C/N.[H]/N=C/N",
  "symbols": ["H", "N", "C", "N", "H", "H", "H", "H", "N", "C", "N", "H", "H", "H"],
  "positions_angstrom": [[-1.6049, -1.7675, -2.7016], [-0.7149, -1.3359, -2.4719], [-0.9122, -0.2061, -1.9184], [0.1061, 0.6963, -1.7595], [-1.8728, 0.1205, -1.5138], [0.1141, 1.2468, -0.9102], [0.9974, 0.3294, -2.0606], [1.6105, 1.7119, 2.8113], [1.4459, 1.1602, 1.9770], [0.5307, 0.3112, 2.2130], [0.0584, -0.5201, 1.2416], [0.0386, 0.2159, 3.1820], [0.6194, -0.5969, 0.4083], [-0.4162, -1.3656, 1.5028]],
  "lowdin_charge": [0.025, 0.047, -0.421, 0.058, 0.113, 0.073, 0.091, 0.027, 0.048, -0.401, 0.068, 0.114, 0.071, 0.087]
}

---

Which one sits at the bottom of the stability order? A does.

---

--- A ---
{
  "formula": "H5N3",
  "method": "ωB97M-V/def2-TZVPD",
  "symbols": ["N", "N", "N", "H", "H", "H", "H", "H"],
  "positions_angstrom": [[0.4507, 0.8685, 0.6678], [-0.7005, -0.9043, 0.0513], [0.4660, -0.3638, 0.1504], [-0.4483, 1.3972, 0.3314], [1.3813, 1.2476, 0.8137], [-0.6259, -1.6251, -0.6232], [-1.6380, -0.3290, 0.1366], [1.1146, -0.2910, -1.5279]],
  "lowdin_charge": [-0.047, -0.075, -0.325, 0.127, 0.093, 0.063, 0.143, 0.021]
}

---

--- B ---
{
  "formula": "H5N3",
  "method": "ωB97M-V/def2-TZVPD",
  "smiles": "NNN",
  "symbols": ["N", "N", "N", "H", "H", "H", "H", "H"],
  "positions_angstrom": [[-0.7334, 0.8012, 0.1712], [0.1324, -0.2697, 0.4907], [0.6079, -1.0100, -0.5935], [-0.2481, 1.6055, -0.2444], [-1.1553, 1.1027, 1.0450], [0.8653, 0.0355, 1.2817], [-0.0316, -1.8012, -0.6928], [0.5628, -0.4639, -1.4579]],
  "lowdin_charge": [-0.056, -0.307, -0.045, 0.062, 0.063, 0.152, 0.067, 0.063]
}

---

Which one sits at the bottom of the stability order? A does.

---

--- A ---
{
  "formula": "C14H17N3",
  "method": "ωB97M-V/def2-TZVPD",
  "smiles": "Cc1c[nH]c2ccccc12.CCc1c[nH]cn1",
  "symbols": ["C", "C", "C", "N", "C", "C", "C", "C", "C", "C", "H", "H", "H", "H", "H", "H", "H", "H", "H", "C", "C", "C", "C", "N", "C", "N", "H", "H", "H", "H", "H", "H", "H", "H"],
  "positions_angstrom": [[1.5045, -2.1297, 1.5174], [0.1236, -1.5699, 1.3139], [-0.5681, -0.7646, 2.1638], [-1.8010, -0.4779, 1.6195], [-1.8436, -0.9034, 0.3173], [-2.8576, -0.9237, -0.6322], [-2.5484, -1.5988, -1.8160], [-1.4590, -2.4438, -1.9746], [-0.4349, -2.4238, -1.0452], [-0.6357, -1.6120, 0.0833], [2.2134, -1.4846, 2.0186], [1.8022, -2.7039, 0.6494], [1.3427, -2.9705, 2.1735], [-0.3385, -0.5185, 3.1866], [-2.6270, -0.1792, 2.1048], [-3.8725, -0.6022, -0.4936], [-3.3460, -1.4819, -2.5403], [-1.4117, -3.1627, -2.7812], [0.4319, -3.0579, -0.9623], [3.1621, 2.6156, 0.3164], [2.3559, 1.4506, -0.2343], [0.9166, 1.8981, -0.4421], [0.0455, 1.3297, -1.3161], [-1.1918, 1.9114, -1.0539], [-0.9532, 2.8119, -0.0738], [0.2560, 2.7574, 0.3852], [3.6249, 3.1886, -0.4856], [3.9951, 2.3347, 0.9798], [2.6669, 3.2534, 1.0488], [2.6500, 1.1919, -1.2505], [2.3931, 0.5642, 0.3930], [0.1662, 0.4343, -1.8989], [-2.0317, 1.8104, -1.5794], [-1.7299, 3.4569, 0.3086]],
  "lowdin_charge": [-0.041, -0.225, -0.051, 0.079, -0.234, -0.037, -0.112, -0.102, -0.023, -0.152, 0.077, 0.064, 0.070, 0.123, 0.151, 0.102, 0.095, 0.098, 0.101, -0.119, -0.180, -0.321, -0.064, 0.067, -0.223, 0.106, 0.070, 0.065, 0.061, 0.106, 0.090, 0.113, 0.132, 0.113]
}

---

--- B ---
{
  "formula": "C14H17N3",
  "method": "ωB97M-V/def2-TZVPD",
  "smiles": "Cc1c[nH]c2ccccc12.CCc1c[nH]cn1",
  "symbols": ["C", "C", "C", "N", "C", "C", "C", "C", "C", "C", "H", "H", "H", "H", "H", "H", "H", "H", "H", "C", "C", "C", "C", "N", "C", "N", "H", "H", "H", "H", "H", "H", "H", "H"],
  "positions_angstrom": [[2.0761, -3.1351, 0.3762], [0.9355, -2.4724, 1.0913], [0.8875, -2.0355, 2.3666], [-0.2798, -1.3254, 2.6324], [-0.9228, -1.1673, 1.4038], [-2.1354, -0.5655, 1.1372], [-2.5411, -0.5320, -0.2033], [-1.8617, -1.2691, -1.1656], [-0.7416, -2.0235, -0.8452], [-0.2189, -1.9139, 0.4410], [1.8342, -4.1521, 0.0847], [3.0089, -3.1075, 0.9399], [2.2822, -2.5412, -0.5283], [1.6400, -2.1813, 3.1302], [-0.1865, -0.5089, 3.2204], [-2.8235, -0.1255, 1.8525], [-3.3950, 0.1045, -0.3770], [-2.2074, -1.1822, -2.1856], [-0.2884, -2.6689, -1.5778], [2.4333, 2.0394, -0.0603], [1.3397, 1.2131, -0.7471], [0.0638, 1.9433, -0.9227], [-0.5217, 2.4845, -2.0298], [-1.6896, 3.0572, -1.6100], [-1.7643, 2.8398, -0.2675], [-0.7390, 2.1740, 0.1635], [2.5998, 2.9665, -0.5918], [3.3280, 1.4527, 0.1154], [2.1134, 2.3713, 0.9393], [1.7342, 0.8399, -1.6946], [1.1667, 0.3372, -0.1156], [-0.1317, 2.5386, -3.0343], [-2.3320, 3.5260, -2.2361], [-2.6627, 3.0190, 0.2983]],
  "lowdin_charge": [-0.045, -0.240, -0.072, 0.076, -0.226, -0.028, -0.111, -0.099, -0.026, -0.168, 0.074, 0.074, 0.081, 0.121, 0.146, 0.110, 0.093, 0.096, 0.106, -0.101, -0.200, -0.324, -0.068, 0.050, -0.214, 0.112, 0.066, 0.063, 0.072, 0.111, 0.093, 0.115, 0.148, 0.115]
}

---

Which one sits at the bottom of the stability order? A does.

---

--- A ---
{
  "formula": "BF4Sn",
  "method": "ωB97M-V/def2-TZVPD",
  "total_charge": 1,
  "symbols": ["Sn", "B", "F", "F", "F", "F"],
  "positions_angstrom": [[2.3224, 4.2484, -1.7707], [-0.4389, -0.8253, 0.3672], [-1.1183, 0.3624, 0.1783], [-0.7052, -1.3013, 1.6278], [-0.9568, -1.7838, -0.5094], [0.8967, -0.7003, 0.1069]],
  "lowdin_charge": [1.592, -1.325, 0.155, 0.218, 0.196, 0.164]
}

---

--- B ---
{
  "formula": "BF4Sn",
  "method": "ωB97M-V/def2-TZVPD",
  "total_charge": 1,
  "symbols": ["Sn", "B", "F", "F", "F", "F"],
  "positions_angstrom": [[-2.1729, 1.5004, 2.0722], [0.4653, -0.3032, -0.4358], [1.6804, -0.8068, -0.0301], [-0.4107, -1.3713, -0.6891], [-0.1268, 0.4866, 0.6304], [0.5647, 0.4944, -1.5476]],
  "lowdin_charge": [1.896, -1.259, 0.169, 0.108, -0.077, 0.163]
}

---

Which one sits at the bottom of the stability order? A does.

---

--- A ---
{
  "formula": "C4H9NO2S",
  "method": "ωB97M-V/def2-TZVPD",
  "symbols": ["C", "C", "C", "C", "N", "O", "O", "S", "H", "H", "H", "H", "H", "H", "H", "H", "H"],
  "positions_angstrom": [[3.2192, 1.1145, 3.1847], [0.3773, -0.9192, 4.2452], [-2.0362, -0.8277, -1.7257], [-1.2373, 0.1546, 0.4066], [-1.5052, 0.3312, -1.0057], [4.6077, -1.0425, 2.8485], [0.3468, -0.9935, 3.1346], [3.8459, -0.2317, 3.8182], [3.3804, 1.4987, 2.1589], [2.7142, 1.8704, 3.7495], [-1.4368, -1.7436, -1.6106], [-3.0743, -0.9634, -1.4383], [-1.8897, -0.6357, -2.8768], [-2.2528, 0.1782, 0.9969], [-0.8180, -0.8883, 0.4127], [-0.4861, 0.9299, 0.8572], [-1.9189, 1.2406, -1.1727]],
  "lowdin_charge": [-0.330, -0.016, -0.154, -0.190, -0.239, -0.564, 0.018, 0.836, 0.048, 0.009, 0.070, 0.060, 0.105, 0.093, 0.069, 0.093, 0.092]
}

---

--- B ---
{
  "formula": "C4H9NO2S",
  "method": "ωB97M-V/def2-TZVPD",
  "smiles": "N[C@H]1[C@@H](S)[C@@]1(O)CO",
  "symbols": ["N", "C", "C", "S", "C", "O", "C", "O", "H", "H", "H", "H", "H", "H", "H", "H", "H"],
  "positions_angstrom": [[-1.2941, 0.7183, -1.3310], [0.1173, 0.2158, -1.2486], [0.8351, 0.9133, -0.2842], [0.2795, 2.0625, 0.9563], [0.6407, -0.5805, -0.0689], [1.6352, -1.6860, -0.2216], [-0.5305, -0.9695, 0.8068], [0.0973, -0.9282, 2.1797], [-1.8303, 0.9646, -0.5331], [-1.9032, 0.1191, -1.9331], [0.4150, 0.2230, -2.2874], [1.9607, 0.8332, -0.5348], [0.1556, 3.0426, 0.1545], [1.4422, -2.2039, 0.7003], [-0.6103, -2.1393, 0.7715], [-1.6872, -0.5380, 0.5666], [0.2768, -0.0469, 2.3071]],
  "lowdin_charge": [0.013, -0.313, -0.560, 0.850, -0.412, -0.044, -0.153, -0.083, 0.018, 0.094, 0.149, 0.160, -0.162, 0.159, 0.143, 0.174, -0.033]
}

---

--- C ---
{
  "formula": "C4H9NO2S",
  "method": "ωB97M-V/def2-TZVPD",
  "symbols": ["C", "C", "C", "C", "N", "O", "O", "S", "H", "H", "H", "H", "H", "H", "H", "H", "H"],
  "positions_angstrom": [[-0.2237, 0.0392, -0.2663], [-0.0060, 1.3987, -0.8823], [2.1265, -0.7073, 0.2572], [0.7962, -0.2482, 0.9058], [-1.1714, -0.6674, -0.7283], [-3.8792, -0.7253, -0.0882], [-2.5025, 0.5942, 1.3852], [-2.8216, 0.2560, 0.0291], [0.9609, 1.3143, -1.2385], [-0.1452, 2.0395, -0.0588], [-0.6346, 1.5023, -1.7624], [2.8513, 0.0672, 0.2601], [2.0421, -1.1110, -0.8290], [2.5164, -1.7131, 0.7091], [0.8892, 0.6836, 1.4127], [0.4458, -1.1253, 1.3720], [-1.2441, -1.5975, -0.4775]],
  "lowdin_charge": [-0.407, -0.013, -0.107, -0.140, -0.009, -0.426, -0.422, 0.763, 0.064, 0.082, 0.096, 0.047, 0.104, 0.104, 0.106, 0.092, 0.066]
}

---

--- D ---
{
  "formula": "C4H9NO2S",
  "method": "ωB97M-V/def2-TZVPD",
  "smiles": "O=CN[C@H](CO)CS",
  "symbols": ["O", "C", "N", "C", "C", "O", "C", "S", "H", "H", "H", "H", "H", "H", "H", "H", "H"],
  "positions_angstrom": [[0.6659, 2.9121, -0.7614], [0.7125, 2.0106, -1.5565], [0.3656, 0.7169, -1.2845], [0.0248, 0.1396, 0.0304], [1.0648, -0.9191, 0.4799], [0.5881, -1.5910, 1.6304], [-1.4510, -0.2843, 0.0201], [-2.3237, -0.3928, 1.6080], [0.9729, 2.0779, -2.6241], [0.5379, -0.0595, -1.9054], [0.1409, 0.9891, 0.7166], [1.9983, -0.3809, 0.6294], [1.1188, -1.7029, -0.2728], [0.8504, -1.1188, 2.4410], [-2.0338, 0.4120, -0.5772], [-1.4521, -1.2586, -0.4882], [-1.7805, -1.5502, 1.9140]],
  "lowdin_charge": [0.037, -0.360, 0.043, -0.368, -0.208, -0.095, -0.513, 0.726, 0.129, 0.131, 0.135, 0.127, 0.121, 0.108, 0.068, 0.085, -0.165]
}

---

Which one sits at the bottom of the stability order? B does.

---

--- A ---
{
  "formula": "C4H9NO2S",
  "method": "ωB97M-V/def2-TZVPD",
  "symbols": ["C", "C", "C", "C", "N", "O", "O", "S", "H", "H", "H", "H", "H", "H", "H", "H", "H"],
  "positions_angstrom": [[-1.0036, 1.2332, 0.2490], [-1.1489, -0.1052, 0.8367], [-2.3595, -0.9596, 0.5691], [2.3959, 0.0491, -1.5292], [-0.3907, 0.0870, -0.2984], [1.8393, -1.4242, 0.8527], [2.1701, 0.9216, 1.1955], [1.7816, -0.1008, 0.2685], [-1.6101, 1.6470, -0.5378], [-0.4028, 1.9596, 0.7565], [-0.7971, -0.2035, 1.7939], [-2.1301, -1.8769, 1.0295], [-2.4558, -1.1194, -0.5042], [-3.2735, -0.4464, 1.0896], [3.4048, 0.4745, -1.7058], [2.3128, -0.8811, -2.1357], [1.6676, 0.7450, -1.9297]],
  "lowdin_charge": [-0.158, -0.437, -0.042, -0.127, -0.031, -0.353, -0.335, 0.740, 0.108, 0.099, 0.117, 0.051, 0.080, 0.119, 0.064, 0.072, 0.034]
}

---

--- B ---
{
  "formula": "C4H9NO2S",
  "method": "ωB97M-V/def2-TZVPD",
  "symbols": ["C", "C", "C", "C", "N", "O", "O", "S", "H", "H", "H", "H", "H", "H", "H", "H", "H"],
  "positions_angstrom": [[-1.8262, 0.7449, 0.3811], [-0.8779, -0.0504, -0.0029], [0.2289, -2.2121, 0.4681], [-0.6285, -1.3990, -0.5033], [0.8088, 2.6203, -0.0742], [2.1251, 0.6117, 0.7849], [1.6268, 0.7647, -1.6490], [1.2204, 0.9746, -0.2805], [-1.6457, 1.7760, 0.6295], [-2.8484, 0.3991, 0.4787], [1.1226, -1.6534, 0.7336], [-0.3226, -2.4314, 1.3789], [0.5279, -3.1512, 0.0084], [-1.5752, -1.9156, -0.7029], [-0.0892, -1.3000, -1.4518], [1.2662, 3.0555, 0.7160], [0.8872, 3.1665, -0.9147]],
  "lowdin_charge": [0.016, -0.171, -0.089, -0.275, -0.103, -0.361, -0.351, 0.659, 0.051, 0.076, 0.052, 0.079, 0.076, 0.123, 0.109, 0.057, 0.053]
}

---

Which one sits at the bottom of the stability order? A does.